Formula: C12H33Br2MnN3O3
Source: OMol25
Level of theory: wB97M-V/def2-TZVPD

Geometry as XYZ:
```
54
Properties=species:S:1:pos:R:3:forces:R:3
Mn -0.319 0.666 1.026 1.2903 -0.2375 -0.8455
Br 1.829 1.228 2.635 -0.2668 -0.1422 -0.2575
Br -2.317 0.160 -0.659 0.0482 0.0110 0.0522
C -2.365 3.975 3.052 -0.2351 -0.4196 -0.0368
C -1.598 2.696 2.706 0.0822 0.1727 0.4686
C -2.427 1.447 2.916 -0.8242 -0.0517 0.0812
O -1.586 0.325 2.687 -0.2066 -0.1581 0.4540
C -2.193 -0.928 2.948 -1.2238 0.0342 0.3318
N -1.008 2.716 1.339 -0.8098 1.3654 0.4576
H -2.948 4.308 2.190 0.0140 0.1128 0.0359
H -1.687 4.760 3.377 0.0173 0.0944 -0.1555
H -3.071 3.794 3.865 0.0596 0.0367 0.0297
H -0.767 2.587 3.409 0.1743 0.0574 -0.2252
H -3.334 1.413 2.292 0.3343 -0.0748 -0.3452
H -2.815 1.401 3.941 0.3417 0.1142 0.0743
H -2.897 -1.196 2.152 0.3025 -0.0191 -0.1956
H -2.807 -0.857 3.856 0.2882 0.0262 0.0503
H -1.450 -1.701 3.103 0.2624 0.1356 -0.1282
H -0.401 3.536 1.326 0.5484 -0.4880 0.0525
H -1.735 3.021 0.685 -0.1455 -0.5729 0.0146
C 1.306 3.336 -2.258 0.6182 -0.1069 -0.0880
C 0.590 2.040 -1.954 -0.7890 -0.3198 -0.2619
C 0.643 1.015 -3.098 0.1957 -0.2814 0.2226
O 1.792 0.193 -2.957 0.1605 0.2126 -0.1286
C 1.992 -0.643 -4.074 -0.1874 -0.4982 0.4145
N 1.032 1.420 -0.682 0.6181 -0.5225 -0.4795
H 2.371 3.151 -2.442 -0.0565 -0.0527 0.0600
H 1.249 4.039 -1.425 -0.1585 0.0430 -0.0424
H 0.918 3.797 -3.167 -0.1686 0.0865 0.1135
H -0.494 2.194 -1.886 0.1312 0.4230 0.2951
H 0.667 1.502 -4.080 -0.1008 0.1527 0.0891
H -0.258 0.390 -3.031 0.0590 -0.0189 -0.1053
H 2.845 -1.284 -3.848 0.1642 0.2123 -0.1251
H 2.160 -0.060 -4.981 0.0345 -0.0566 -0.0706
H 1.139 -1.325 -4.209 -0.0618 0.2350 -0.1497
H 1.865 1.881 -0.317 -0.3205 0.3145 0.2005
H 1.443 0.524 -0.956 -0.0739 0.0201 0.1135
C 2.299 -2.345 -0.260 -0.3489 0.2570 0.5723
C 0.806 -2.093 -0.470 0.3352 0.3731 0.2630
C 0.026 -3.298 -0.962 0.0384 0.0241 -0.0912
O -0.149 -4.253 0.069 0.0043 -0.3300 -0.0593
C 0.637 -5.430 -0.058 -0.5661 0.0101 0.0884
N 0.211 -1.576 0.810 0.0534 -0.8288 -0.0521
H 2.742 -1.439 0.164 0.1195 -0.0025 -0.2056
H 2.796 -2.606 -1.191 0.0525 -0.0385 -0.0188
H 2.461 -3.120 0.495 0.0014 -0.1385 -0.1866
H 0.730 -1.302 -1.219 -0.2823 -0.1178 -0.1014
H 0.534 -3.751 -1.821 -0.0207 0.0657 -0.0281
H -0.965 -2.964 -1.286 -0.0208 -0.0426 0.0572
H 0.181 -6.193 0.575 0.1053 0.1419 0.1980
H 1.664 -5.249 0.259 0.1350 -0.1428 -0.1557
H 0.580 -5.834 -1.074 0.2580 0.1901 -0.0716
H 0.759 -1.997 1.561 0.1643 0.4139 0.0284
H -0.673 -2.071 0.929 -0.1444 0.3263 -0.2080
```
Positions in Å, forces in eV/Å.

Output
Calculated total energy   -7166.147185 Ha
HOMO energy (spin up / spin down)   -7.52 / -8.23 eV
F_max   0.03213 hartree/bohr
Spin multiplicity   6
ΔE to the lowest compared entry with this formula, charge and spin   0.0 kcal/mol
Total charge   0
E_LUMO (spin up / spin down)   0.60 / 0.59 eV

Just the Löwdin charges please, in e? Sure, here they are: Mn 0.328; Br -0.225; Br -0.066; C -0.041; C -0.416; C -0.200; O -0.347; C -0.089; N -0.015; H 0.082; H 0.081; H 0.080; H 0.106; H 0.133; H 0.135; H 0.079; H 0.098; H 0.091; H 0.101; H 0.084; C -0.055; C -0.419; C -0.195; O -0.226; C -0.102; N -0.001; H 0.089; H 0.076; H 0.080; H 0.087; H 0.128; H 0.098; H 0.087; H 0.090; H 0.093; H 0.057; H 0.053; C -0.038; C -0.401; C -0.194; O -0.189; C -0.094; N 0.007; H 0.078; H 0.082; H 0.076; H 0.094; H 0.125; H 0.118; H 0.088; H 0.078; H 0.088; H 0.089; H 0.056

=====

Formula: C5H9NO
Source: OMol25
Level of theory: wB97M-V/def2-TZVPD

Geometry as XYZ:
```
16
Properties=species:S:1:pos:R:3:forces:R:3
C -0.884 -0.385 1.181 0.0742 -0.0066 0.0658
C -0.095 -0.103 -0.087 0.0444 -0.1078 0.1299
C -0.301 -1.181 -1.148 0.0472 0.0424 -0.0316
C -0.130 1.393 -0.523 0.0004 0.1679 0.2449
O 1.168 1.259 -1.156 0.3814 -0.2437 -0.1793
C 1.347 0.409 -0.073 0.5065 0.1010 0.8587
N 2.093 0.794 0.868 0.7524 -0.9665 -0.2049
H -0.914 0.489 1.841 0.1577 -0.1785 -0.0185
H -1.922 -0.599 0.891 0.2000 0.0086 0.0681
H -0.520 -1.251 1.742 0.0397 0.0835 -0.0885
H 0.078 -2.120 -0.724 -0.1108 0.0974 -0.1478
H -1.352 -1.343 -1.416 0.1461 0.1880 0.1091
H 0.277 -0.969 -2.051 -0.1341 0.0091 0.0780
H 0.246 1.874 0.486 -2.4843 0.6626 -1.8672
H -0.900 1.716 -1.249 0.2997 0.3373 0.7859
H 1.955 0.201 1.678 0.0794 -0.1947 0.1976
```
Positions in Å, forces in eV/Å.

Output
Calculated total energy   -325.817212 Ha
HOMO energy   -10.17 eV
F_max   0.06179 hartree/bohr
ΔE to the lowest compared entry with this formula, charge and spin   75.5 kcal/mol
Total charge   0
E_LUMO   0.78 eV

Just the Löwdin charges please, in e? Sure, here they are: C -0.036; C -0.429; C -0.031; C -0.095; O -0.026; C -0.445; N 0.179; H 0.084; H 0.088; H 0.086; H 0.090; H 0.085; H 0.087; H 0.159; H 0.144; H 0.059

=====

Formula: C12H42O14P2
Source: OMol25
Level of theory: wB97M-V/def2-TZVPD

Geometry as XYZ:
```
70
Properties=species:S:1:pos:R:3:forces:R:3
C 0.292 21.589 9.599 -0.1523 -0.5574 -0.7678
O 0.345 21.718 11.015 0.5299 1.5414 0.9921
P 1.118 22.996 11.638 -1.4328 -0.0130 0.4188
O 2.566 22.960 11.564 0.3628 0.0123 0.1436
O 0.415 24.221 10.859 -0.1514 -1.3966 0.2442
C 0.755 25.542 11.157 0.0871 1.9024 0.0306
O 0.562 23.150 13.149 0.3232 -0.6828 -1.0535
C -0.839 23.230 13.457 -0.0557 0.3802 -0.3672
H -0.761 21.584 9.319 0.0876 -0.0142 -0.1303
H 0.758 20.644 9.318 -0.1407 -0.0838 0.1403
H 0.811 22.355 9.022 -0.0044 0.2934 0.4090
H -0.126 26.152 11.353 -0.4846 -0.3431 -0.1882
H 1.234 26.006 10.295 0.2369 -0.1740 0.0504
H 1.352 25.733 12.049 0.4155 -0.7045 -0.0405
H -0.975 24.140 14.041 -0.0049 -0.2064 0.2816
H -1.181 22.342 13.990 0.2330 0.1131 0.0545
H -1.456 23.350 12.566 0.1232 -0.1616 -0.2014
C -0.775 19.356 14.347 -0.6153 0.2700 -0.8218
O 0.179 18.306 14.204 1.5564 -0.6106 0.9095
P 1.324 18.025 15.340 0.0439 -0.4587 0.0762
O 0.757 17.590 16.651 1.0406 0.8396 -1.8028
O 2.183 19.418 15.355 -1.2980 -1.9232 -0.6803
C 2.763 19.831 14.103 1.8147 0.7325 -0.1892
O 2.389 16.949 14.639 -1.4633 2.2403 -0.1893
C 1.946 15.654 14.166 -0.1284 0.1551 1.4937
H -0.576 20.135 15.083 0.4201 -0.4121 0.3413
H -1.768 18.934 14.500 0.1190 -0.0776 0.2627
H -0.815 19.854 13.378 0.0291 0.0304 -0.0701
H 2.675 20.910 13.976 -0.2693 -0.0218 0.3585
H 2.523 19.398 13.131 -1.1147 -0.6163 0.5061
H 3.827 19.608 14.181 0.1250 0.1525 0.1347
H 2.510 15.267 13.318 0.1279 0.6643 -0.0353
H 0.878 15.684 13.949 0.0868 -0.2233 -0.0443
H 2.179 15.049 15.042 -0.4880 -0.6786 -0.3304
C -3.443 20.579 11.074 0.0366 1.2943 -1.0742
O -3.547 20.301 12.431 -0.1513 -0.7277 0.7011
H -4.132 21.382 10.812 -0.3593 0.0602 -0.2125
H -2.466 21.003 10.842 0.3862 -0.2823 -0.1822
H -3.662 19.754 10.397 0.0919 -0.3326 0.5224
H -3.578 21.161 12.857 0.0261 0.1624 0.2944
C -6.202 21.379 7.867 0.8160 0.0222 -0.6600
O -7.073 20.329 8.072 -1.5024 -0.9182 0.9093
H -5.228 21.158 8.304 0.3107 0.1607 -0.0314
H -6.106 21.509 6.789 0.3485 0.6528 -0.0230
H -6.579 22.283 8.346 -0.1946 -0.1077 -0.1428
H -6.891 19.568 7.516 0.2283 0.2067 -0.0490
C -4.220 25.020 10.455 -0.7943 0.5261 0.3510
O -4.884 24.686 9.234 1.1017 -0.3097 -0.0884
H -4.711 25.915 10.838 0.1574 0.1681 0.3502
H -4.232 24.267 11.244 -0.4169 -0.4549 -0.2042
H -3.161 25.254 10.348 -0.1140 -0.0303 -0.8670
H -5.787 24.391 9.374 0.0820 0.0724 0.4273
C -6.010 18.285 14.074 0.4603 0.1030 0.6995
O -6.373 16.993 13.612 -0.3432 0.0358 -0.3475
H -6.229 18.425 15.133 -0.4515 -0.1764 0.1693
H -4.939 18.480 14.028 0.0667 -0.0002 -0.6011
H -6.564 19.041 13.518 0.1125 -0.2277 -0.1635
H -5.748 16.315 13.879 0.1563 0.2272 0.1912
C -5.092 22.916 14.396 -0.4154 -1.6228 1.2389
O -3.999 23.127 13.575 1.2881 1.0378 -0.9298
H -4.758 22.428 15.311 0.1249 0.0894 0.3811
H -5.617 23.814 14.722 -0.3463 -0.1132 -0.5905
H -5.639 22.117 13.896 -0.9777 0.5304 0.0706
H -3.823 24.070 13.555 0.2900 -0.0519 -0.1339
C -6.035 17.904 10.411 -0.0013 -0.7753 0.1491
O -6.931 16.801 10.732 0.7109 1.3642 -0.7384
H -5.147 17.859 11.042 0.1414 -0.1001 0.0516
H -5.710 17.826 9.374 -0.1086 -0.3261 -0.0263
H -6.426 18.916 10.508 -0.6458 -0.1096 0.2162
H -6.895 16.725 11.688 -0.0728 -0.0152 0.4068
```
Positions in Å, forces in eV/Å.

Output
Calculated total energy   -2218.493540 Ha
HOMO energy   -9.84 eV
F_max   0.05217 hartree/bohr
ΔE to the lowest compared entry with this formula, charge and spin   40.6 kcal/mol
Total charge   0
E_LUMO   0.01 eV

Just the Löwdin charges please, in e? Sure, here they are: C -0.103; O -0.226; P 0.402; O -0.209; O -0.228; C -0.126; O -0.216; C -0.092; H 0.080; H 0.093; H 0.090; H 0.083; H 0.094; H 0.095; H 0.093; H 0.076; H 0.073; C -0.106; O -0.246; P 0.504; O -0.256; O -0.216; C -0.110; O -0.253; C -0.084; H 0.089; H 0.085; H 0.073; H 0.080; H 0.090; H 0.087; H 0.085; H 0.082; H 0.088; C -0.158; O -0.112; H 0.074; H 0.061; H 0.078; H 0.036; C -0.178; O -0.117; H 0.067; H 0.084; H 0.071; H 0.083; C -0.150; O -0.116; H 0.077; H 0.048; H 0.075; H 0.065; C -0.146; O -0.122; H 0.073; H 0.066; H 0.084; H 0.093; C -0.151; O -0.140; H 0.081; H 0.094; H 0.083; H 0.082; C -0.155; O -0.122; H 0.063; H 0.069; H 0.066; H 0.021